1.
ORCA calculation (ωB97M-V/def2-TZVPD) on a structure of composition C7H35O12 at a distorted geometry.

The LUMO energy comes out at 2.7 eV. The calculation puts the energy above the lowest of the compared OMol25 structures with the same formula, charge and spin at 206.7 kJ/mol. For the frontier orbital gap, the calculation gives 0.3359 Ha. As for the multiplicity: 1. Its total charge is -1. As for the molar mass: 311.34 g mol⁻¹. The highest occupied orbital energy comes out at -6.5 eV. The largest force on an atom comes out at 3.65 eV/A.

Element x y z (Å)
C  -2.078  0.464  -1.207
O  -1.788  1.673  -1.854
C  -0.688  -0.481  -1.193
C  -0.280  -1.010  0.187
C  1.066  -1.648  0.294
C  2.143  0.621  0.583
C  2.209  -0.680  0.490
C  3.516  -1.396  0.547
H  -2.354  0.707  -0.196
H  -2.898  -0.043  -1.732
H  -0.890  -1.297  -1.905
H  0.000  0.312  -1.459
H  -0.400  -0.141  0.868
H  -1.133  -1.629  0.563
H  1.499  -2.211  -0.558
H  1.226  -2.509  0.942
H  2.842  1.411  0.735
H  1.136  1.098  0.707
H  4.159  -1.348  -0.320
H  3.418  -2.435  0.955
H  4.245  -1.012  1.303
H  0.684  1.269  -3.785
H  -0.391  0.309  -3.524
O  0.471  0.343  -3.964
H  1.577  -1.420  2.883
H  0.122  -0.848  2.812
O  0.873  -1.017  3.393
H  1.193  -2.172  -2.143
H  0.602  -2.402  -3.481
O  0.984  -2.890  -2.736
H  0.476  2.878  2.158
H  -0.899  3.263  1.112
O  -0.483  2.796  2.151
H  1.795  1.048  -1.835
H  1.848  2.499  -1.764
O  2.194  1.793  -2.330
H  -1.682  2.458  -1.194
H  -2.412  3.868  0.214
O  -1.615  3.357  0.071
H  -2.091  -4.314  0.316
H  -0.788  -3.658  -0.102
O  -1.271  -4.493  -0.162
H  -2.499  -3.338  -1.392
H  -2.127  -2.399  -2.419
O  -2.926  -2.671  -1.954
H  0.195  3.432  -0.129
H  0.896  4.552  -1.028
O  1.013  3.966  -0.276
H  -1.299  2.393  3.494
H  -0.590  1.460  4.489
O  -1.487  1.744  4.272
H  -3.169  -0.196  2.780
H  -1.909  0.340  3.458
O  -2.232  -0.394  2.866

2.
ORCA calculation (ωB97M-V/def2-TZVPD) on a cluster of 12 separate species, C7H37NO11 in total at a distorted geometry.

The LUMO energy comes out at 0.1 eV. The calculation puts the energy above the lowest of the compared OMol25 structures with the same formula, charge and spin at 600.1 kJ/mol. For the frontier orbital gap, the calculation gives 0.3214 Ha. As for the multiplicity: 1. As for the molar mass: 311.37 g mol⁻¹. Its SMILES is CCCN1CCCC1.O.O.O.O.O.O.O.O.O.O.O. The highest occupied orbital energy comes out at -8.6 eV. The largest force on an atom comes out at 5.84 eV/A.

Element x y z (Å)
C  1.624  1.635  -2.496
C  1.252  2.217  -1.247
C  -0.258  1.587  -1.040
N  -0.629  2.025  0.373
C  -1.487  0.973  1.017
C  -2.768  1.727  1.553
C  -2.679  3.154  1.201
C  -1.537  3.233  0.175
H  2.008  2.427  -3.160
H  0.908  1.079  -3.042
H  2.405  0.980  -2.457
H  1.180  3.394  -1.124
H  1.933  1.868  -0.307
H  -0.137  0.556  -1.287
H  -0.776  2.155  -1.851
H  -0.906  0.613  1.866
H  -1.663  0.176  0.451
H  -2.591  1.716  2.662
H  -3.586  1.132  1.072
H  -2.457  3.787  2.096
H  -3.662  3.488  0.756
H  -1.943  3.252  -0.874
H  -0.833  3.978  0.203
O  0.184  -2.549  -3.406
H  -0.659  -2.181  -3.771
H  0.845  -1.939  -3.134
O  3.844  -0.937  -0.058
H  4.378  -0.173  0.411
H  2.976  -0.872  0.398
O  -0.052  -1.156  3.327
H  -0.320  -0.277  3.298
H  -0.308  -1.843  2.706
O  3.337  0.072  2.754
H  2.352  -0.195  2.730
H  3.473  -0.116  3.652
O  2.296  -1.648  -2.166
H  2.886  -2.353  -2.560
H  2.656  -1.666  -1.305
O  -1.888  -0.503  -2.799
H  -2.425  -0.098  -3.427
H  -1.168  -0.049  -2.424
O  1.603  -1.906  0.583
H  0.909  -2.069  -0.049
H  2.137  -2.723  0.595
O  -3.883  -1.120  -0.103
H  -3.259  -1.453  -0.755
H  -3.489  -1.016  0.756
O  0.244  -4.043  -0.837
H  -0.190  -3.480  -1.494
H  0.065  -4.882  -1.177
O  -1.243  -3.044  1.316
H  -1.416  -2.837  0.356
H  -0.879  -3.900  1.307
O  0.870  1.440  3.552
H  1.214  1.089  4.363
H  1.512  1.276  2.823

3.
ORCA calculation (ωB97M-V/def2-TZVPD) on the molecule C7H3N3S at a distorted geometry.

The LUMO energy (spin up / spin down) comes out at 0.2 / -3.5 eV. The calculation puts the energy above the lowest of the compared OMol25 structures with the same formula, charge and spin at 0.0 kJ/mol. For the frontier orbital gap (spin up / spin down), the calculation gives 0.2783 / 0.2127 Ha. As for the multiplicity: 3. As for the molar mass: 161.19 g mol⁻¹. The highest occupied orbital energy (spin up / spin down) comes out at -7.4 / -9.3 eV. The largest force on an atom comes out at 2.79 eV/A.

Element x y z (Å)
C  1.450  -2.484  0.066
C  0.013  1.603  0.133
C  -2.342  2.181  0.044
C  1.505  -0.169  -0.622
C  0.648  -1.340  -0.218
C  -0.659  -1.574  -0.131
C  -1.113  1.934  0.756
N  2.010  -3.366  0.511
N  0.852  1.107  -0.515
N  -3.454  2.265  -0.228
S  -2.126  -1.989  -0.049
H  2.324  0.007  0.051
H  1.898  -0.238  -1.595
H  -1.005  2.064  1.798

4.
ORCA calculation (ωB97M-V/def2-TZVPD) on a structure of composition C7H3NO4SYb at a distorted geometry.

The LUMO energy (spin up / spin down) comes out at -12.8 / -16.6 eV. For the frontier orbital gap (spin up / spin down), the calculation gives 0.3084 / 0.1686 Ha. As for the multiplicity: 2. Its total charge is +3. As for the molar mass: 370.21 g mol⁻¹. The highest occupied orbital energy (spin up / spin down) comes out at -21.2 / -21.2 eV. The largest force on an atom comes out at 6.40 eV/A.

Element x y z (Å)
Yb  -0.308  -1.764  -0.370
O  -0.872  3.721  -2.560
C  -1.126  2.982  -1.721
C  1.691  -1.666  -1.660
O  2.683  -1.582  -2.235
C  -2.743  -2.682  -1.284
O  -3.701  -3.198  -1.613
C  -0.379  -0.403  -2.573
O  -0.207  0.214  -3.525
S  -0.238  0.733  3.492
C  1.410  1.036  2.922
C  1.460  0.625  1.609
N  0.300  -0.073  1.137
C  -0.723  0.073  2.023
H  2.218  1.485  3.507
H  2.304  0.701  0.941
H  -1.768  -0.202  1.912

5.
ORCA calculation (ωB97M-V/def2-TZVPD) on a structure of composition C7H40AgB3CuN14O7 at a distorted geometry.

The LUMO energy (spin up / spin down) comes out at -4.3 / -10.3 eV. For the frontier orbital gap (spin up / spin down), the calculation gives 0.3685 / 0.1469 Ha. As for the multiplicity: 4. Its total charge is +2. As for the molar mass: 636.34 g mol⁻¹. The highest occupied orbital energy (spin up / spin down) comes out at -14.4 / -14.3 eV. The largest force on an atom comes out at 6.76 eV/A.

Element x y z (Å)
Ag  1.211  1.360  -1.660
Cu  -0.660  -0.991  2.036
B  -0.191  0.550  0.285
H  0.802  0.950  0.417
H  -0.720  0.675  1.217
H  -0.665  1.117  -0.501
H  -0.296  -0.505  0.081
B  0.086  0.219  -3.580
H  0.043  -0.348  -4.497
H  0.600  1.131  -3.842
H  -0.916  0.467  -3.268
H  0.624  -0.250  -2.771
B  1.460  -1.249  2.622
H  0.805  -1.775  3.298
H  1.552  -1.666  1.631
H  1.105  -0.231  2.578
H  2.470  -1.308  2.996
C  3.181  -1.394  -1.536
O  2.521  -0.399  -1.544
N  2.983  -2.384  -0.735
N  4.228  -1.759  -2.222
H  2.382  -2.372  0.077
H  3.441  -3.279  -0.825
H  4.530  -1.190  -2.999
H  4.694  -2.628  -2.003
C  3.549  2.854  0.098
O  2.393  2.710  -0.306
N  4.493  3.664  -0.374
N  3.947  2.489  1.243
H  4.377  4.266  -1.177
H  5.323  3.811  0.184
H  3.383  1.978  1.907
H  4.835  2.836  1.575
C  -0.438  -4.342  1.347
O  -0.673  -3.131  1.220
N  -0.451  -4.946  2.497
N  -0.599  -5.138  0.333
H  -0.321  -4.355  3.306
H  -0.972  -5.811  2.492
H  -0.706  -6.122  0.532
H  -0.914  -4.685  -0.513
C  -0.147  4.330  -0.888
O  0.168  3.314  -1.445
N  -1.414  4.610  -0.859
N  0.576  5.130  -0.182
H  -2.165  3.978  -1.096
H  -1.621  5.357  -0.211
H  1.576  4.988  -0.189
H  0.241  6.000  0.206
C  -1.309  -2.836  -2.386
O  -1.853  -3.942  -2.121
N  -0.059  -2.514  -2.145
N  -1.982  -1.910  -3.018
H  0.383  -1.648  -2.417
H  0.416  -3.282  -1.692
H  -2.984  -2.014  -2.947
H  -1.554  -1.001  -3.127
C  -3.445  -0.451  0.478
O  -2.654  -0.886  1.258
N  -4.768  -0.474  0.558
N  -2.969  -0.156  -0.680
H  -5.119  -1.378  0.838
H  -5.331  0.298  0.229
H  -3.654  -0.081  -1.419
H  -2.017  0.180  -0.708
C  -2.164  1.679  3.181
O  -1.357  0.837  3.451
N  -2.233  2.369  2.084
N  -3.215  1.842  3.934
H  -2.929  3.078  1.903
H  -1.557  2.231  1.346
H  -4.122  2.135  3.600
H  -3.239  1.401  4.843

6.
ORCA calculation (ωB97M-V/def2-TZVPD) on a cluster of 14 separate species, C7H43NO13 in total at a distorted geometry.

The LUMO energy comes out at 0.1 eV. The calculation puts the energy above the lowest of the compared OMol25 structures with the same formula, charge and spin at 377.7 kJ/mol. For the frontier orbital gap, the calculation gives 0.3315 Ha. As for the multiplicity: 1. As for the molar mass: 349.42 g mol⁻¹. The highest occupied orbital energy comes out at -8.9 eV. The largest force on an atom comes out at 3.66 eV/A.

Element x y z (Å)
C  -2.163  -0.840  2.263
C  -2.871  -0.037  1.183
C  -3.246  -0.884  -0.065
C  -4.762  -1.150  -0.044
C  -0.625  -0.819  2.412
N  -0.158  0.524  2.810
C  -0.601  1.006  4.146
C  1.354  0.528  2.736
H  -2.710  -0.737  3.216
H  -2.270  -1.932  2.073
H  -2.398  0.917  0.936
H  -3.740  0.390  1.720
H  -2.780  -1.870  0.065
H  -2.772  -0.598  -0.991
H  -5.025  -2.178  -0.337
H  -5.169  -1.013  0.956
H  -5.306  -0.491  -0.715
H  -0.320  -1.125  1.421
H  -0.520  -1.541  3.240
H  -1.636  0.728  4.354
H  -0.619  2.089  3.981
H  0.011  0.713  5.003
H  1.886  -0.395  2.602
H  1.758  1.175  3.517
H  1.543  1.149  1.848
H  1.279  1.686  -5.492
H  0.884  2.882  -4.691
O  0.589  1.984  -4.881
H  0.530  1.991  -0.690
H  0.883  1.906  -2.313
O  1.182  1.774  -1.410
H  2.340  4.488  2.039
H  2.035  3.684  0.768
O  2.554  3.670  1.583
H  -1.074  2.876  0.325
H  -0.088  2.357  1.356
O  -0.127  2.966  0.595
H  -0.669  0.726  -3.661
H  -1.096  -0.167  -2.553
O  -1.159  0.767  -2.829
H  3.002  1.435  -1.812
H  4.489  0.963  -1.462
O  3.751  0.874  -2.067
H  0.344  -2.047  -2.568
H  -0.219  -2.264  -3.957
O  -0.340  -1.718  -3.169
H  -2.277  -4.307  2.287
H  -1.327  -4.624  3.321
O  -1.925  -5.096  2.723
H  1.704  -0.234  -0.886
H  1.062  -0.914  0.162
O  1.271  -1.100  -0.765
H  -2.820  1.597  -0.817
H  -1.960  2.675  -1.229
O  -2.587  2.487  -0.509
H  4.130  -1.684  0.916
H  3.638  -1.844  -0.525
O  3.696  -2.305  0.320
H  2.762  -0.240  -4.583
H  4.044  0.552  -4.113
O  3.421  0.411  -4.830
H  1.217  -4.192  2.196
H  1.007  -2.946  1.530
O  0.604  -3.444  2.262

7.
ORCA calculation (ωB97M-V/def2-TZVPD) on a structure of composition C7H4AlCuF6INO3 at a distorted geometry.

The LUMO energy (spin up / spin down) comes out at -5.7 / -7.1 eV. For the frontier orbital gap (spin up / spin down), the calculation gives 0.2755 / 0.2133 Ha. As for the multiplicity: 2. Its total charge is +1. As for the molar mass: 481.53 g mol⁻¹. The highest occupied orbital energy (spin up / spin down) comes out at -13.2 / -12.9 eV. The largest force on an atom comes out at 2.90 eV/A.

Element x y z (Å)
C  3.714  -1.820  0.940
C  3.214  -0.893  0.343
Al  2.204  0.598  -0.379
N  1.710  1.740  0.999
I  3.812  1.930  -1.942
C  0.468  -0.076  -1.377
O  0.169  0.534  -2.320
C  -0.380  -1.340  -0.927
F  0.474  -2.239  -0.529
F  -1.065  -1.780  -1.921
C  -1.319  -1.054  0.286
F  -0.684  -0.388  1.234
F  -1.604  -2.235  0.766
C  -2.676  -0.391  -0.116
F  -3.482  -1.364  -0.458
F  -2.523  0.418  -1.154
C  -3.287  0.302  1.125
O  -3.643  -0.389  2.025
O  -3.396  1.646  1.122
H  3.900  -2.734  1.440
H  1.086  2.488  0.719
H  1.336  1.231  1.792
H  -2.877  2.021  1.842
Cu  4.848  3.793  -3.511